A molecular structure, C26H26Cl2N6RhS. Source: OMol25; level of theory: ωB97M-V/def2-TZVPD.

Geometry as XYZ:
```
62
Properties=species:S:1:pos:R:3:nbo_charge:R:1
Rh -0.44260 -0.38513 0.54457 1.0173
C 1.83445 2.80730 2.86476 -0.2364
C 2.99299 2.97529 2.12874 -0.1397
C 3.16352 2.24859 0.95983 -0.2151
C 2.16528 1.37241 0.56651 0.1694
N 1.04406 1.21607 1.28238 -0.4591
C 0.88300 1.91222 2.40220 0.0857
C 2.24755 0.57991 -0.70080 0.1932
C 3.36432 0.54551 -1.52542 -0.2127
C 3.28919 -0.17913 -2.70378 -0.1328
C 2.11585 -0.83340 -3.04698 -0.2145
C 1.04468 -0.76550 -2.16845 0.1997
N 1.14323 -0.08769 -1.02634 -0.4771
C -0.29538 -1.38268 -2.43200 0.1690
C -0.53865 -2.20196 -3.52052 -0.2171
C -1.82368 -2.69099 -3.71452 -0.1367
C -2.82201 -2.34275 -2.82356 -0.2402
C -2.49142 -1.52911 -1.74997 0.0831
N -1.26182 -1.06552 -1.55930 -0.4826
H 1.66151 3.35494 3.77952 0.2372
H 3.75781 3.66730 2.45390 0.2339
H 4.05581 2.37527 0.36634 0.2259
H -0.04446 1.73718 2.93338 0.2207
H 4.27223 1.06527 -1.26157 0.2311
H 4.14381 -0.22217 -3.36524 0.2360
H 2.04491 -1.37417 -3.97790 0.2309
H 0.25344 -2.46489 -4.20520 0.2262
H -2.03671 -3.33556 -4.55628 0.2339
H -3.83581 -2.69548 -2.94495 0.2371
H -3.22318 -1.23274 -1.00789 0.2215
C -3.34170 -1.06528 5.46219 -0.6193
C -3.56978 -1.64522 4.07434 -0.2295
N -2.90829 -0.88628 3.02444 -0.5958
C -3.38396 0.18857 2.40230 0.3665
S -2.52571 0.93579 1.11917 -0.2914
N -4.54771 0.70085 2.80773 -0.5864
C -5.21365 1.84866 2.19664 -0.2135
C -6.39310 2.26448 3.05287 -0.6220
H -3.86798 -1.65519 6.21196 0.2259
H -3.69381 -0.03473 5.53114 0.2055
H -2.27989 -1.06855 5.70767 0.2216
H -4.63703 -1.72929 3.84679 0.1921
H -3.17365 -2.65989 4.01556 0.2244
H -2.03360 -1.23632 2.64246 0.4412
H -5.02567 0.25155 3.57224 0.4025
H -5.53572 1.58546 1.18724 0.2047
H -4.49067 2.65933 2.10447 0.2172
H -7.11823 1.45508 3.15353 0.2095
H -6.90582 3.10713 2.59360 0.2352
H -6.07031 2.56862 4.04892 0.2137
Cl -2.13396 -3.73648 0.87806 0.0103
C -0.91553 -3.98121 2.08909 -0.0630
C -0.77731 -5.22677 2.66610 -0.2315
C 0.18382 -5.42706 3.64878 -0.1862
C 0.99929 -4.37665 4.05802 -0.2180
C 0.85412 -3.13804 3.47237 -0.0546
Cl 1.85942 -1.82613 3.99043 0.0253
C -0.09933 -2.89029 2.45280 0.0775
N -0.22224 -1.67912 1.89857 -0.5554
H -1.42187 -6.03308 2.34621 0.2377
H 0.29773 -6.40328 4.09803 0.2304
H 1.74323 -4.51663 4.82891 0.2381
```

Calculated values
* 2S+1: 5
* charge: +1
* HOMO-LUMO gap (spin up / spin down): 7.1 / 7.3 eV
* ⟨S²⟩: 6.0514
* E_LUMO (spin up / spin down): -2.81 / -3.40 eV
* highest occupied orbital energy (spin up / spin down): -9.93 / -10.67 eV

***

C2H5NS2 in the gas phase in a non-equilibrium geometry. Source: OMol25; level of theory: ωB97M-V/def2-TZVPD.

Geometry as XYZ:
```
10
Properties=species:S:1:pos:R:3:nbo_charge:R:1
C -0.60030 -1.04780 -0.02294 -0.3800
C 1.04349 0.78605 0.05627 -0.4254
N -0.22862 0.28770 -0.59440 -0.5227
S -2.37957 -0.72891 0.17171 0.0904
S -1.60784 1.20466 0.05339 0.2290
H -0.24266 -1.88359 -0.85141 0.2163
H -0.01704 -1.41056 0.95366 0.1962
H 0.93200 1.79127 -0.26025 0.2043
H 1.18191 0.70483 1.07384 0.1889
H 1.91863 0.29634 -0.57987 0.2028
```

Calculated values
* 2S+1: 1
* SMILES string: CN1CSS1
* HOMO-LUMO gap: 7.9 eV
* E_LUMO: 0.06 eV
* highest occupied orbital energy: -7.85 eV

***

One value per record, in order, for ΔE to the lowest compared entry with this formula, charge and spin: 10.1, 267.3 kJ/mol.
One value per record, in order, for E_tot: -2763.84078, -930.23764 Ha.